{
  "formula": "C4H7F2N",
  "method": "wB97M-V/def2-TZVPD",
  "elements": ["C", "C", "C", "C", "N", "F", "F", "H", "H", "H", "H", "H", "H", "H"],
  "positions_angstrom": [[-1.5187, -0.8074, 2.3350], [0.2573, 0.2915, -2.1291], [0.8698, -0.0984, -0.8140], [0.5829, 0.6917, 0.4930], [-1.3113, -0.5820, 1.1449], [0.2911, 1.9656, 0.3148], [1.3269, 0.5217, 1.5591], [-2.1129, -1.6498, 2.6925], [-1.2073, -0.1484, 3.1801], [0.1927, -0.6318, -2.8282], [0.8566, 0.9464, -2.7410], [-0.7273, 0.6282, -2.0316], [0.5630, -1.0573, -0.4464], [1.9375, -0.0700, -0.7291]],
  "forces_ev_per_angstrom": [[0.082, 0.927, 1.834], [1.019, -2.280, -1.590], [0.229, 0.542, 2.997], [-2.762, -0.591, -1.284], [1.160, 0.288, -1.900], [0.074, 0.367, 0.324], [0.534, -0.097, -0.230], [-0.269, -0.267, -0.307], [0.294, -0.231, -0.428], [0.061, 1.165, 1.407], [0.146, 0.703, 0.269], [-1.450, 0.742, 0.193], [-0.147, -0.955, -0.413], [1.030, -0.313, -0.870]],
  "orbital_gap_ev": [9.6092, 7.8975],
  "multiplicity": 1,
  "homo_ev": [-8.71, -7.67],
  "de_lowest_ev": 3.326,
  "total_charge": 0
}

{
  "formula": "C3H5FO2",
  "method": "wB97M-V/def2-TZVPD",
  "elements": ["C", "C", "F", "C", "O", "O", "H", "H", "H", "H", "H"],
  "positions_angstrom": [[-0.2007, 0.4516, -1.3385], [0.2369, 0.6273, 0.1193], [1.5593, 1.0660, 0.2190], [0.2741, -0.7530, 0.8079], [0.7392, -1.7648, 0.3327], [-0.5544, -0.7110, 1.8668], [0.3967, -0.2416, -1.8027], [-1.2465, 0.1107, -1.4043], [-0.0679, 1.5103, -1.8237], [-0.3730, 1.2715, 0.7675], [-0.7636, -1.5669, 2.2561]],
  "forces_ev_per_angstrom": [[-1.110, 3.957, 1.047], [0.583, -1.137, 0.680], [-0.133, 0.409, -0.517], [-1.269, -1.136, -1.219], [0.004, 1.064, 0.813], [-0.014, 0.460, 0.434], [1.567, -1.570, -1.110], [0.333, 0.355, 0.103], [-0.442, -2.077, 0.617], [0.081, 0.074, -0.648], [0.401, -0.400, -0.200]],
  "smiles": "C[C@H](F)C(=O)O",
  "orbital_gap_ev": 11.3605,
  "multiplicity": 1,
  "homo_ev": -10.73,
  "de_lowest_ev": 0.025,
  "total_charge": 0
}

{
  "formula": "C21H46BFNO6Si",
  "method": "wB97M-V/def2-TZVPD",
  "elements": ["C", "C", "C", "C", "B", "F", "C", "C", "O", "Si", "C", "C", "C", "O", "N", "O", "H", "H", "H", "H", "H", "H", "H", "H", "H", "H", "H", "H", "H", "H", "H", "H", "H", "H", "H", "H", "H", "H", "C", "C", "C", "O", "C", "H", "H", "H", "H", "H", "H", "H", "H", "C", "C", "C", "O", "C", "H", "H", "H", "H", "H", "H", "H", "H", "C", "C", "C", "O", "C", "H", "H", "H", "H", "H", "H", "H", "H"],
  "positions_angstrom": [[-1.9109, -2.8125, -3.1486], [-0.3633, -3.2901, -2.8957], [0.5634, -2.2293, -2.0542], [-0.2653, -1.1729, -1.1157], [-0.5414, 0.3001, -1.7888], [-1.7131, 0.3247, -2.7443], [0.7432, 0.9700, -2.5652], [0.4604, 2.5255, -3.1024], [1.6791, 3.2929, -2.6809], [1.8578, 4.5769, -3.8683], [3.0658, 5.9065, -3.0999], [0.1878, 5.4414, -4.2877], [2.7804, 3.8392, -5.4036], [-0.9276, 1.2632, -0.6974], [0.1528, 1.6377, 0.0091], [-0.0164, 2.7250, 0.5524], [-2.4576, -3.7245, -3.6904], [-1.9579, -1.9253, -3.9455], [-2.5305, -2.5994, -2.1792], [-0.3455, -4.3993, -2.4556], [0.1350, -3.3859, -3.9755], [1.3204, -1.7477, -2.8049], [1.2221, -2.8889, -1.3082], [0.4079, -0.9853, -0.1485], [-1.2892, -1.6034, -0.6875], [1.7601, 0.9186, -1.9705], [0.9230, 0.3413, -3.5641], [-0.4386, 3.0433, -2.5451], [0.3319, 2.5830, -4.2705], [2.5170, 6.4278, -2.2036], [3.3232, 6.6836, -3.9386], [4.0677, 5.3489, -2.7762], [-0.1898, 6.0105, -3.3200], [-0.6597, 4.6517, -4.5429], [0.2641, 6.2044, -5.1969], [3.4108, 2.8838, -5.1441], [3.5468, 4.6547, -5.8192], [2.0586, 3.5406, -6.2948], [-0.1419, -3.0048, 4.3062], [-0.0277, -1.5316, 4.6021], [0.7486, -1.0273, 3.4052], [0.4051, -1.8740, 2.2996], [-0.3058, -3.0138, 2.8021], [-0.9677, -3.4951, 4.8280], [0.7895, -3.5124, 4.5838], [-1.0258, -1.0782, 4.6181], [0.4635, -1.3107, 5.5531], [1.8284, -1.1114, 3.5676], [0.5125, 0.0122, 3.1600], [-1.3578, -2.9034, 2.5172], [0.0864, -3.9252, 2.3425], [1.1280, 4.8068, 4.6502], [1.3729, 4.4429, 3.2086], [2.0638, 3.1025, 3.3331], [1.5572, 2.4822, 4.5229], [0.8199, 3.4607, 5.2686], [0.3240, 5.5339, 4.7895], [2.0440, 5.2192, 5.0897], [0.4151, 4.3227, 2.6887], [1.9675, 5.1804, 2.6636], [3.1456, 3.2226, 3.4536], [1.8784, 2.4537, 2.4722], [-0.2443, 3.2171, 5.1783], [1.1014, 3.4092, 6.3240], [-3.2774, -6.7458, 1.2954], [-3.1632, -5.2726, 1.5912], [-2.3868, -4.7683, 0.3943], [-2.7303, -5.6150, -0.7113], [-3.4412, -6.7548, -0.2087], [-4.1031, -7.2361, 1.8171], [-2.3459, -7.2534, 1.5730], [-4.1613, -4.8192, 1.6072], [-2.6720, -5.0517, 2.5423], [-1.3070, -4.8524, 0.5567], [-2.6230, -3.7288, 0.1492], [-4.4932, -6.6444, -0.4936], [-3.0490, -7.6662, -0.6684]],
  "forces_ev_per_angstrom": [[-0.216, -0.981, -1.269], [0.002, -0.067, -0.961], [0.048, -1.391, 0.970], [0.695, -0.665, 0.893], [-0.114, -0.621, -1.248], [1.162, -0.003, 1.176], [0.808, 0.198, -2.453], [0.471, -1.032, 1.409], [-1.116, 1.876, -2.699], [0.867, -0.848, 1.379], [0.354, -0.056, -0.027], [-1.553, 0.389, -0.199], [0.670, -0.241, -1.583], [0.566, 0.979, 1.013], [-1.379, 1.820, 0.398], [0.237, -1.941, -0.594], [1.086, 1.791, 1.171], [0.117, -1.700, 2.233], [1.406, -0.142, -1.935], [-0.120, 2.515, -0.661], [-1.119, 0.076, 2.190], [-1.581, -0.523, 1.566], [-1.213, 1.311, -1.654], [-1.423, -0.419, -2.026], [2.150, 0.532, -0.951], [-2.031, 0.429, -1.137], [-0.219, 1.204, 1.976], [1.517, -1.257, -1.290], [0.082, -0.291, 2.152], [1.366, -0.915, -1.612], [-0.417, -1.280, 1.678], [-2.170, 1.383, -0.484], [0.778, -1.011, -2.016], [1.794, 1.689, 0.438], [-0.113, -1.556, 1.991], [-1.267, 1.845, -0.332], [-1.649, -1.715, 0.775], [1.480, 0.636, 1.784], [0.174, -0.557, 0.262], [-0.308, 0.447, 0.330], [0.295, 0.275, -0.354], [-0.145, -0.312, 0.544], [-0.052, 0.218, -0.498], [0.057, 0.005, -0.058], [-0.104, -0.001, -0.016], [0.115, -0.002, 0.021], [-0.036, 0.021, -0.118], [0.015, 0.098, 0.082], [0.076, -0.147, -0.072], [-0.046, -0.093, 0.002], [0.006, 0.107, -0.077], [0.207, 0.462, 0.417], [-0.356, 0.073, -0.585], [0.325, -0.353, -0.272], [-0.143, 0.353, 0.171], [-0.167, -0.439, 0.061], [0.060, -0.085, 0.017], [-0.102, -0.005, 0.032], [0.208, -0.032, -0.042], [-0.055, -0.126, 0.034], [0.058, 0.047, -0.052], [-0.036, 0.064, 0.145], [-0.042, 0.075, 0.072], [0.015, -0.113, -0.054], [0.173, -0.573, 0.273], [-0.322, 0.427, 0.300], [0.372, 0.256, -0.286], [-0.197, -0.278, 0.396], [-0.076, 0.160, -0.468], [0.071, 0.013, -0.069], [-0.109, 0.008, -0.020], [0.109, -0.003, 0.037], [-0.035, 0.005, -0.111], [-0.019, 0.123, 0.033], [0.107, -0.136, -0.099], [-0.052, -0.114, 0.024], [0.004, 0.116, -0.066]],
  "orbital_gap_ev": 7.8713,
  "multiplicity": 1,
  "homo_ev": -5.27,
  "total_charge": -1
}

E_tot? In order: -11182.5729 -10004.4387 -47568.0285 eV.